Entry 1:
This record from the Open Molecules 2025 dataset describes a molecular structure, C7H10N2. The level of theory is ωB97M-V/def2-TZVPD.

```
19
Properties=species:S:1:pos:R:3:nbo_charge:R:1
C -0.4894 0.8161 -0.4136 -0.36
C -1.1920 1.7841 0.5169 -0.61
C 2.0423 -0.4149 -0.4623 -0.65
C 0.9729 -0.1290 0.5943 0.32
C -1.1327 -0.3502 -0.7373 0.32
C -1.9103 -1.2306 -1.2885 -0.49
N 1.2070 0.5585 1.6753 -0.90
C 0.2055 -1.4584 0.8058 0.14
N -0.0894 -2.4958 1.2268 -0.34
H 0.0663 1.2987 -1.2149 0.26
H 1.9732 0.2031 2.2436 0.40
H -0.4516 2.3697 1.0612 0.25
H -1.8319 2.4647 -0.0465 0.22
H -1.7759 1.2463 1.2615 0.23
H 1.5788 -0.7891 -1.3764 0.21
H 2.5855 0.5063 -0.6704 0.23
H 2.7315 -1.1731 -0.0919 0.24
H -2.6915 -0.9147 -1.9731 0.26
H -1.7982 -2.2918 -1.1104 0.27
```

Properties
**E_tot**: -10395.16926 eV
**Total charge**: 0
**Energy relative to the best compared isomer or geometry (same formula, charge and spin)**: 6.442 eV
**Spin multiplicity**: 1
**E_LUMO**: -1.27 eV
**Orbital gap**: 6.661 eV

Entry 2:
This record from the Open Molecules 2025 dataset describes 2 unconnected molecules or ions with the total composition C9H14. The level of theory is ωB97M-V/def2-TZVPD.

```
23
Properties=species:S:1:pos:R:3:nbo_charge:R:1
C -3.0505 2.8098 -1.5242 -0.66
C 0.1874 0.2024 -0.4278 -0.35
C -0.8464 -0.2624 -1.2421 -0.36
C 0.1512 1.5009 0.0373 -0.32
C -1.8748 0.5854 -1.5958 -0.23
C -0.8944 2.3518 -0.3164 -0.27
C -1.9184 1.8998 -1.1476 -0.08
H 1.0204 -0.4568 -0.2152 0.21
H -0.7967 -1.2883 -1.5872 0.19
H 0.9200 1.8810 0.7011 0.20
H -2.6830 0.2206 -2.2238 0.18
H -0.9191 3.3712 0.0520 0.19
H -3.5949 2.4546 -2.3982 0.21
H -2.6943 3.8205 -1.7303 0.21
H -3.7761 2.9075 -0.7130 0.21
C 2.0289 -2.2738 1.9923 -0.77
C 3.1681 -3.2266 1.6067 -0.69
H 1.8723 -2.2842 3.0706 0.19
H 2.2798 -1.2632 1.6709 0.19
H 1.0974 -2.5595 1.5043 0.20
H 3.3183 -3.1993 0.5251 0.19
H 2.9157 -4.2603 1.8526 0.19
H 4.0891 -2.9311 2.1089 0.19
```

Properties
**E_tot**: -9558.74132 eV
**Total charge**: -1
**Energy relative to the best compared isomer or geometry (same formula, charge and spin)**: 0.056 eV
**Spin multiplicity**: 2
**<S²>**: 0.750
**E_LUMO (alpha / beta)**: 3.54 / 3.55 eV
**Orbital gap (alpha / beta)**: 2.170 / 9.329 eV

Entry 3:
This record from the Open Molecules 2025 dataset describes a single C3H5NOS2 molecule. The level of theory is ωB97M-V/def2-TZVPD.

```
12
Properties=species:S:1:pos:R:3:nbo_charge:R:1
C -0.4586 -0.9814 0.8950 -0.55
C 0.7177 -0.1977 0.2700 0.10
C 0.4868 1.1907 -0.0469 -0.31
H -1.6671 -0.3564 -1.1109 0.12
H -1.0113 -0.2421 1.5667 0.24
H -0.0362 -1.8613 1.3463 0.25
H 1.3496 1.6480 -0.4897 0.22
H 3.6433 -0.6727 -0.0767 0.49
N 1.7967 -0.9033 0.1503 -0.06
O 2.8710 -0.1691 -0.4197 -0.57
S -1.7041 -1.4532 -0.3769 -0.03
S -0.9396 2.0214 0.0244 0.09
```

Properties
**E_tot**: -28397.29508 eV
**Total charge**: 0
**Energy relative to the best compared isomer or geometry (same formula, charge and spin)**: 2.935 eV
**Spin multiplicity**: 1
**SMILES**: O/N=C(\C=S)CS
**E_LUMO**: -1.65 eV
**Orbital gap**: 7.465 eV